The following is a DFT calculation (wB97M-V/def2-TZVPD) of C5H8 as an isolated structure at a distorted geometry.

Output
LUMO = -0.65 eV
HOMO level = -7.13 eV
energy = -195.09358 Eh
relative energy (zero: lowest compared OMol25 entry of this formula, charge and spin) = 124.5 kcal per mole

XYZ file:
```
13
Properties=species:S:1:pos:R:3:forces:R:3:nbo_charge:R:1
C -1.07423 1.11585 0.58441 1.9 1.3 0.3 -0.6316
C -0.07822 -0.10363 0.33841 -1.3 2.7 1.8 -0.0225
C 0.97669 -0.31855 1.25246 -0.4 -0.8 -1.8 -0.4447
C 0.51123 -0.09938 -1.50478 0.7 -1.2 1.3 -0.1942
C -0.42374 -0.91113 -0.83760 0.0 -1.0 -0.3 -0.3773
H -2.10851 0.96740 0.21073 0.8 -0.4 0.5 0.2312
H -0.66925 2.02707 0.00404 -0.7 -1.2 1.1 0.2088
H -1.02306 1.34651 1.70509 -0.4 -0.1 -1.7 0.2215
H 1.41592 0.30678 2.04207 -1.4 0.1 -0.1 0.2160
H 1.54148 -1.25854 1.19501 -0.1 0.3 -0.5 0.1918
H 0.21270 0.82498 -1.97534 0.3 0.8 1.1 0.2082
H 1.60196 -0.31845 -1.32760 -0.5 -0.4 -1.9 0.2044
H -0.44164 -1.99471 -0.85136 1.1 -0.1 0.3 0.1884
```
Forces are in eV/Å.